Density functional theory data (ωB97M-V/def2-TZVPD) for 2 unconnected molecules or ions with the total composition CH2S3 at a distorted geometry.

Element x y z (Å)
C: 3.215 0.286 -0.925
S: -0.980 0.708 0.776
S: 2.516 -0.330 0.242
S: -1.137 -0.822 -0.505
H: -1.768 0.399 1.806
H: -1.845 -0.242 -1.394

Computed properties:
**HOMO-LUMO gap**: 0.363 Eh
**Strongest force on any atom**: 2.23 eV Å⁻¹

Per-atom natural (NBO) charges, elementary charge units: C -0.2039; S -0.1361; S 0.1991; S -0.0963; H 0.1240; H 0.1132

***

Density functional theory data (ωB97M-V/def2-TZVPD) for 11 unconnected molecules or ions with the total composition C52H95N11 at a distorted geometry.

Element x y z (Å)
C: 8.391 -6.484 15.608
C: 8.472 -7.365 16.693
C: 7.332 -7.179 17.460
N: 6.507 -6.371 16.798
C: 7.152 -5.843 15.641
H: 9.066 -6.265 14.794
H: 9.315 -7.932 17.060
H: 6.865 -7.734 18.260
H: 5.661 -6.112 17.284
H: 6.703 -5.079 15.024
C: 4.166 -7.963 11.986
C: 5.207 -7.425 12.755
C: 6.312 -8.169 12.402
N: 5.971 -9.184 11.573
C: 4.651 -9.024 11.303
H: 3.165 -7.560 11.941
H: 5.114 -6.726 13.573
H: 7.346 -8.077 12.698
H: 6.652 -9.760 11.099
H: 4.253 -9.597 10.479
C: 5.820 -10.632 17.399
C: 4.602 -11.332 17.207
C: 4.267 -11.236 15.853
N: 5.226 -10.422 15.236
C: 6.240 -10.087 16.169
H: 6.369 -10.511 18.321
H: 4.064 -11.930 17.929
H: 3.464 -11.712 15.309
H: 5.153 -10.155 14.265
H: 7.055 -9.496 15.780
C: 9.657 -2.056 17.757
C: 9.350 -2.708 18.994
C: 8.760 -3.961 18.665
N: 8.657 -4.085 17.308
C: 9.119 -2.866 16.788
H: 10.131 -1.096 17.616
H: 9.704 -2.340 19.946
H: 8.374 -4.745 19.299
H: 8.258 -4.821 16.743
H: 9.063 -2.695 15.723
C: 2.682 -6.076 17.509
C: 2.929 -6.527 18.831
C: 3.421 -7.754 18.882
N: 3.503 -8.204 17.572
C: 3.122 -7.169 16.779
H: 2.263 -5.124 17.217
H: 2.533 -6.031 19.704
H: 3.572 -8.274 19.816
H: 3.492 -9.193 17.368
H: 3.099 -7.287 15.706
C: 9.949 -13.209 16.622
C: 10.818 -12.262 17.112
C: 10.042 -11.184 17.681
N: 8.749 -11.655 17.677
C: 8.695 -12.860 17.036
H: 10.186 -13.945 15.868
H: 11.826 -12.030 16.801
H: 10.270 -10.207 18.082
H: 7.928 -11.164 17.997
H: 7.726 -13.307 16.875
C: 3.730 -1.408 19.648
C: 4.361 -2.646 19.590
C: 5.386 -2.554 18.665
N: 5.536 -1.204 18.291
C: 4.495 -0.536 18.905
H: 2.799 -1.249 20.172
H: 4.160 -3.580 20.094
H: 6.003 -3.381 18.345
H: 6.269 -0.872 17.680
H: 4.298 0.512 18.734
C: 8.670 -8.412 20.932
C: 7.275 -8.064 21.360
N: 7.215 -7.049 22.426
C: 7.348 -5.678 21.967
C: 6.164 -5.183 21.088
C: 8.140 -7.321 23.514
C: 7.923 -8.765 24.096
H: 9.171 -7.476 20.684
H: 8.649 -9.130 20.112
H: 9.323 -8.931 21.635
H: 6.709 -7.837 20.457
H: 6.913 -9.050 21.650
H: 7.244 -5.019 22.829
H: 8.292 -5.533 21.442
H: 6.210 -4.108 20.912
H: 6.144 -5.683 20.120
H: 5.222 -5.384 21.597
H: 7.949 -6.551 24.261
H: 9.151 -6.937 23.379
H: 8.358 -8.865 25.090
H: 8.253 -9.572 23.441
H: 6.836 -8.826 24.158
C: 13.618 -7.399 21.557
C: 14.304 -7.145 20.240
N: 13.503 -7.594 19.112
C: 14.240 -7.490 17.873
C: 13.646 -8.104 16.675
C: 12.203 -6.827 19.072
C: 12.229 -5.258 18.816
H: 13.139 -6.490 21.922
H: 14.288 -7.804 22.316
H: 12.780 -8.081 21.414
H: 14.501 -6.073 20.220
H: 15.252 -7.679 20.172
H: 14.469 -6.462 17.593
H: 15.239 -7.912 17.981
H: 12.582 -8.045 16.443
H: 14.148 -7.708 15.792
H: 13.854 -9.169 16.573
H: 11.686 -7.177 19.965
H: 11.752 -7.227 18.164
H: 12.628 -4.889 17.871
H: 12.673 -4.815 19.708
H: 11.185 -4.950 18.873
C: 6.176 -2.223 14.441
C: 7.213 -1.738 13.442
N: 7.028 -0.277 13.097
C: 8.355 0.172 12.558
C: 9.272 0.818 13.622
C: 5.961 -0.123 12.062
C: 5.432 1.337 12.027
H: 6.676 -3.075 14.902
H: 5.276 -2.591 13.948
H: 5.937 -1.680 15.355
H: 8.178 -1.848 13.935
H: 7.181 -2.349 12.540
H: 8.084 1.031 11.945
H: 8.823 -0.660 12.031
H: 10.137 1.289 13.155
H: 9.542 0.086 14.383
H: 8.852 1.712 14.083
H: 6.418 -0.416 11.117
H: 5.051 -0.682 12.281
H: 4.663 1.480 11.268
H: 4.861 1.495 12.942
H: 6.248 2.038 11.851
C: 14.447 -4.380 13.526
C: 13.425 -3.143 13.494
N: 12.852 -2.844 12.129
C: 11.822 -3.734 11.502
C: 10.659 -4.149 12.469
C: 12.400 -1.471 12.082
C: 12.744 -0.773 10.761
H: 15.341 -4.124 12.959
H: 13.895 -5.224 13.111
H: 14.793 -4.610 14.534
H: 12.645 -3.326 14.233
H: 13.861 -2.230 13.899
H: 11.444 -3.312 10.571
H: 12.290 -4.637 11.110
H: 9.948 -4.713 11.866
H: 10.961 -4.646 13.391
H: 10.138 -3.210 12.656
H: 12.751 -0.770 12.839
H: 11.317 -1.398 11.983
H: 12.154 0.111 10.517
H: 12.595 -1.479 9.944
H: 13.798 -0.548 10.596

Computed properties:
**SMILES**: c1cc[nH]c1.c1cc[nH]c1.c1cc[nH]c1.c1cc[nH]c1.c1cc[nH]c1.c1cc[nH]c1.c1cc[nH]c1.CCN(CC)CC.CCN(CC)CC.CCN(CC)CC.CCN(CC)CC
**HOMO-LUMO gap**: 0.302 Eh
**Strongest force on any atom**: 4.46 eV Å⁻¹

These are the Mulliken partial charges, in e, on atoms 1 to 6: C -1.1261; C -0.9298; C -0.2826; N 1.3173; C -1.7917; H 0.7245

***

Density functional theory data (ωB97M-V/def2-TZVPD) for 2 unconnected molecules or ions with the total composition C4H12N2O at a distorted geometry.

Element x y z (Å)
C: -0.896 1.088 -0.780
O: -1.232 0.252 0.294
C: 0.238 2.084 -0.413
C: 1.586 1.476 -0.065
H: -1.809 1.543 -1.165
H: -0.552 0.405 -1.582
H: -0.134 2.662 0.437
H: 0.314 2.802 -1.221
H: 2.333 2.229 0.190
H: 1.980 0.873 -0.895
H: 1.480 0.827 0.807
N: 0.309 -1.604 -0.342
C: -0.566 -2.357 0.287
N: -0.518 -2.469 1.612
H: -0.186 -0.640 0.168
H: 0.463 -1.739 -1.325
H: -1.456 -2.737 -0.215
H: -1.267 -2.970 2.060
H: -0.088 -1.725 2.147

Computed properties:
**HOMO-LUMO gap**: 0.315 Eh
**Strongest force on any atom**: 3.28 eV Å⁻¹

These are the natural (NBO) partial charges, in e, on atoms 1 to 6: C -0.0478; O -0.8748; C -0.4256; C -0.6074; H 0.1623; H 0.1021